Computed, not measured: a 28-piece molecular cluster, H56O28 overall in a non-equilibrium geometry, with ωB97M-V/def2-TZVPD.

Structure (XYZ):
```
84
Properties=species:S:1:pos:R:3
O -0.00573 2.98081 1.36226
H 0.60424 2.49853 1.92044
H -0.01536 3.86609 1.72615
O 3.42916 2.66628 -0.16323
H 2.90834 2.21558 0.50150
H 3.16807 2.25929 -0.98932
O -0.15674 -0.31140 0.51846
H -0.90776 0.13169 0.12369
H 0.53386 0.35129 0.53035
O -3.50740 0.07529 -3.92483
H -4.44533 0.02454 -4.10907
H -3.15436 -0.75415 -4.24675
O -1.18380 0.58594 4.03966
H -1.59314 -0.27665 3.97181
H -1.69502 1.14116 3.45092
O 2.43720 -3.27254 -0.13892
H 3.00902 -3.24044 0.62804
H 1.55510 -3.35805 0.22279
O 1.27499 -5.41387 1.60734
H 0.44858 -5.85309 1.40642
H 1.04570 -4.48641 1.66632
O -0.34204 4.94330 -1.40331
H -0.11015 5.31014 -2.25647
H 0.45831 5.01941 -0.88380
O -2.29223 1.96523 0.91424
H -1.34640 2.04397 0.79001
H -2.55800 2.81072 1.27583
O -2.50980 2.61604 -4.34902
H -2.99326 1.79567 -4.25162
H -2.48154 2.98425 -3.46593
O -2.62536 3.54941 -1.76887
H -2.47260 2.83013 -1.15607
H -1.81128 4.05276 -1.75585
O 0.85891 0.17415 -3.22744
H 1.28279 0.68998 -3.91335
H 1.46816 -0.54397 -3.05609
O -2.63216 -3.97724 1.23295
H -2.99685 -4.83936 1.03295
H -3.25042 -3.59353 1.85484
O 1.55813 -1.07152 3.10863
H 0.81284 -1.60401 2.83071
H 2.18525 -1.70236 3.46216
O -1.60548 -4.79983 -1.14411
H -1.87318 -4.42742 -0.30395
H -1.19380 -4.07151 -1.60918
O 2.32874 1.44192 2.16294
H 2.26312 0.49681 2.02622
H 2.58639 1.53440 3.08016
O 5.28910 2.82950 1.90577
H 6.08940 2.66016 2.40286
H 4.59580 2.41342 2.41807
O -5.27056 2.50300 -2.86622
H -4.53493 2.19929 -2.33440
H -5.13168 3.44621 -2.95161
O 0.02685 -2.79786 1.43280
H -0.81002 -3.11226 1.77490
H -0.13734 -1.88420 1.19935
O 1.01564 0.29784 5.87904
H 1.89035 0.57501 5.60651
H 0.48214 0.37494 5.08805
O 4.24670 -0.20195 0.26095
H 4.45128 -0.15015 1.19460
H 4.92994 0.31689 -0.16358
O -1.35868 0.78492 -2.01425
H -0.50146 0.86059 -2.43337
H -1.88924 0.29216 -2.64029
O 3.26108 2.38591 -2.81049
H 2.93114 1.73331 -3.42814
H 3.13322 3.22369 -3.25546
O -5.74730 -2.18407 0.97938
H -5.66578 -1.35475 0.50840
H -5.76864 -2.84952 0.29166
O -0.02957 -2.71630 -1.71518
H 0.15534 -2.17670 -0.94650
H -0.31814 -2.09319 -2.38203
O 4.34462 -2.93037 2.03366
H 4.41116 -1.97571 2.01262
H 5.24968 -3.23238 2.11040
O -4.52980 0.53935 -0.59101
H -3.85508 0.72852 0.06109
H -4.17140 -0.18495 -1.10400
O 2.85642 -1.12764 -1.98026
H 3.24266 -0.65406 -1.24353
H 2.65920 -1.99643 -1.63019
```

Calculated values
LUMO   -0.70 eV
Charge   0
HOMO energy   -9.66 eV
ΔE to the lowest compared entry with this formula, charge and spin   83.6 kcal per mole
Spin multiplicity   1